(1)
DFT (ωB97M-V/def2-TZVPD) results for a structure of composition C38H28F12N3O5RuS.

Computed properties:
2S+1   6
F_max   0.5 eV/A
Total charge   -2
Expectation value of S²   8.76
Lowest unoccupied orbital energy (alpha / beta)   4.45 / 4.00 eV
Frontier orbital gap (alpha / beta)   5.19 / 5.17 eV
Highest occupied orbital energy (alpha / beta)   -0.7 / -1.2 eV

Structure (XYZ):
```
88
Properties=species:S:1:pos:R:3:forces:R:3
Ru -0.5904 -0.3336 0.3385 0.292 0.191 0.301
C 3.5374 4.1017 -2.0834 0.037 0.074 -0.062
C 3.0734 2.8422 -1.4052 -0.048 -0.076 -0.038
C 3.2477 2.6411 -0.0429 0.043 0.036 -0.011
C 2.7784 1.4989 0.5629 -0.036 -0.100 0.027
C 2.1017 0.4855 -0.1459 -0.011 0.086 -0.431
N 1.5511 -0.6012 0.4905 0.026 -0.108 0.240
C 2.1744 -1.2848 1.4830 0.043 -0.126 -0.106
C 3.5737 -1.1589 1.6950 -0.016 0.016 -0.019
C 4.2514 -1.8089 2.7006 -0.013 0.000 0.012
C 3.5893 -2.6649 3.5716 -0.036 0.025 -0.049
C 4.2915 -3.3582 4.7055 0.043 -0.053 0.088
C 2.2406 -2.8738 3.3240 0.009 -0.009 0.005
C 1.5153 -2.2572 2.3078 0.021 0.040 -0.029
C 0.0566 -2.7501 2.0943 0.027 0.055 -0.090
O -0.5776 -2.3668 0.9658 0.098 -0.119 0.284
C -0.8337 -2.3096 3.3071 -0.124 -0.022 0.116
F -1.0758 -0.9975 3.2427 0.032 -0.047 -0.018
F -0.3272 -2.5426 4.5439 -0.055 -0.027 -0.168
F -2.0410 -2.9361 3.2843 0.149 0.087 -0.020
C 0.0433 -4.3233 2.0447 -0.038 -0.261 0.008
F 1.0600 -4.8104 1.3124 -0.137 0.087 0.080
F 0.1128 -4.9451 3.2621 0.008 0.109 -0.206
F -1.0878 -4.7973 1.4786 0.152 0.057 0.119
C 1.8785 0.7021 -1.5433 -0.014 0.058 0.209
C 2.3845 1.8674 -2.1157 0.098 0.037 0.017
C 0.9836 -0.2666 -2.3663 -0.120 -0.100 0.197
O -0.2107 -0.5925 -1.7905 0.268 0.205 -0.260
C 1.7894 -1.5691 -2.6892 0.268 -0.161 -0.096
F 1.0723 -2.4451 -3.4415 0.061 0.153 0.062
F 2.9280 -1.3187 -3.4016 -0.213 -0.012 0.115
F 2.1713 -2.2420 -1.6062 -0.092 0.128 -0.080
C 0.5888 0.3744 -3.7451 -0.118 -0.046 -0.265
F -0.0656 1.5340 -3.5725 0.157 -0.131 -0.002
F 1.6120 0.6196 -4.6171 -0.160 0.007 0.169
F -0.2535 -0.4236 -4.4426 0.135 0.139 0.122
H 4.4137 4.5238 -1.5853 -0.009 -0.010 0.010
H 2.7591 4.8717 -2.0825 0.004 -0.006 0.008
H 3.8058 3.9129 -3.1256 -0.007 0.004 0.002
H 3.7408 3.3978 0.5608 0.001 0.014 -0.001
H 2.8844 1.3805 1.6321 -0.019 -0.019 0.042
H 4.1291 -0.5174 1.0262 -0.001 0.014 -0.019
H 5.3213 -1.6477 2.8061 0.009 -0.006 0.004
H 5.3579 -3.1211 4.7007 0.004 -0.004 0.000
H 4.1956 -4.4468 4.6437 -0.007 0.010 -0.006
H 3.8944 -3.0568 5.6799 0.001 0.007 -0.008
H 1.7270 -3.5807 3.9604 0.005 -0.020 0.028
H 2.2444 2.0536 -3.1689 0.002 0.017 -0.003
O -1.3314 2.9276 0.2260 0.063 -0.070 0.284
C -0.7918 2.6790 1.3079 0.031 0.223 -0.317
O -0.3591 1.5327 1.6829 -0.214 -0.114 -0.081
C -0.5546 3.7698 2.3185 -0.038 -0.022 -0.079
C -1.0112 5.0602 2.0873 0.016 -0.015 -0.039
C -0.7862 6.0691 3.0083 -0.008 0.024 -0.001
C -0.0878 5.7739 4.1767 -0.009 0.018 0.009
C 0.3705 4.4925 4.4202 0.002 0.045 0.023
C 0.1404 3.4692 3.4922 0.009 -0.129 0.023
S 0.6954 1.8487 3.7976 0.043 -0.003 0.049
H -1.5408 5.2372 1.1592 -0.003 0.009 0.003
H -1.1461 7.0742 2.8235 0.006 -0.003 0.000
H 0.1000 6.5518 4.9092 -0.004 0.002 -0.010
H 0.9084 4.2711 5.3343 0.006 -0.012 -0.007
C -2.3922 -2.2144 -3.5943 -0.009 -0.059 -0.148
N -3.3822 -2.1626 -2.5093 -0.089 0.021 0.217
N -3.2993 -0.9428 -1.8167 -0.112 -0.105 0.029
C -3.1244 -1.1506 -0.4699 0.280 -0.062 -0.009
O -2.9576 -0.2552 0.3661 -0.478 0.053 0.021
C -3.1089 -2.5878 -0.2960 -0.165 -0.024 -0.081
C -3.2007 -3.1375 -1.5173 -0.069 0.109 -0.008
C -3.0551 -4.5641 -1.9105 -0.014 -0.051 0.014
C -3.6101 0.2745 -2.4501 0.106 0.091 -0.005
C -2.9613 1.4409 -2.0452 -0.181 -0.110 -0.137
C -3.2965 2.6388 -2.6584 0.044 -0.074 0.098
C -4.2353 2.6754 -3.6791 -0.038 0.067 -0.054
C -4.8607 1.5044 -4.0867 -0.024 0.023 -0.031
C -4.5621 0.3011 -3.4681 0.113 0.026 0.070
H -2.5870 -1.3978 -4.2866 0.007 -0.030 0.014
H -2.5157 -3.1590 -4.1230 -0.010 0.011 0.003
H -1.3848 -2.1096 -3.1911 0.007 0.014 -0.017
H -2.9280 -3.0685 0.6499 -0.007 -0.030 -0.068
H -3.0965 -5.1877 -1.0200 0.012 0.000 0.004
H -2.0900 -4.7336 -2.3922 0.005 0.003 0.006
H -3.8442 -4.8700 -2.6006 0.009 0.005 -0.010
H -2.2112 1.4269 -1.2702 -0.004 0.012 0.010
H -2.7964 3.5383 -2.3206 0.001 -0.014 -0.039
H -4.4775 3.6149 -4.1622 -0.005 -0.004 -0.003
H -5.5932 1.5285 -4.8854 0.000 -0.004 0.001
H -5.0524 -0.6184 -3.7599 0.000 -0.012 -0.008
```
Forces are in eV/Å.

Atom charges from the Löwdin analysis, given in e for atoms 1 to 6:
1. Ru 1.389
2. C -0.077
3. C -0.291
4. C -0.057
5. C -0.048
6. C -0.252


(2)
DFT (ωB97M-V/def2-TZVPD) results for a structure of composition C38H28N7O4PbS.

Computed properties:
F_max   0.9 eV/A
Total charge   -1
Lowest unoccupied orbital energy (alpha / beta)   2.40 / 2.36 eV
Frontier orbital gap (alpha / beta)   5.37 / 7.60 eV
Highest occupied orbital energy (alpha / beta)   -3.0 / -5.2 eV

Structure (XYZ):
```
79
Properties=species:S:1:pos:R:3:forces:R:3
Pb -0.1947 -0.0897 0.4133 -0.517 -0.709 0.112
N 0.2787 -3.5309 -3.2182 -0.061 -0.028 0.029
C 0.5063 -2.7211 -2.1545 -0.033 0.022 -0.083
N -0.2097 -1.7023 -1.8566 0.065 0.250 0.222
C -1.2970 -1.3482 -2.6499 -0.011 -0.043 -0.035
N -1.9286 -0.2372 -2.5069 -0.016 -0.147 -0.053
N -1.5057 0.6041 -1.5041 0.426 -0.036 0.168
C -1.6041 1.8867 -1.8687 -0.090 0.090 0.062
C -1.0704 2.9923 -1.1758 -0.038 -0.024 0.045
C -1.2935 4.3123 -1.6630 -0.041 0.000 -0.034
C -0.7675 5.3848 -1.0035 0.032 0.008 0.052
C -0.0034 5.1764 0.1647 -0.055 -0.002 -0.038
C 0.1815 3.8704 0.5732 -0.092 0.013 -0.004
N -0.3137 2.8054 -0.0523 0.111 0.030 -0.129
C -1.6973 -2.2785 -3.7200 -0.013 -0.028 -0.025
C -2.8502 -2.1104 -4.4838 -0.004 0.015 0.018
C -3.1569 -2.9890 -5.5062 -0.002 0.001 0.002
C -2.3084 -4.0587 -5.7802 0.020 -0.006 0.005
C -1.1631 -4.2499 -5.0304 -0.028 0.000 -0.005
C -0.8612 -3.3635 -4.0003 0.065 0.018 0.041
H 0.9066 -4.3003 -3.3827 0.052 0.025 -0.017
H 1.3588 -2.9827 -1.5365 -0.035 -0.056 -0.034
H -2.1012 2.0785 -2.8159 0.001 0.011 0.014
H -1.8859 4.4455 -2.5604 0.004 0.004 0.001
H -0.9375 6.3881 -1.3759 0.003 0.001 0.004
H 0.4264 5.9965 0.7219 -0.001 0.003 -0.001
H 0.7632 3.6555 1.4671 0.025 -0.002 -0.012
H -3.4878 -1.2676 -4.2534 -0.004 -0.003 -0.006
H -4.0545 -2.8453 -6.0934 0.000 0.000 0.002
H -2.5435 -4.7487 -6.5806 -0.001 0.002 -0.001
H -0.4980 -5.0809 -5.2331 0.000 0.000 -0.001
C 2.7169 0.1546 4.2449 0.000 -0.002 -0.001
C 1.8850 0.7012 5.2107 0.034 -0.017 0.001
C 0.5907 1.0573 4.8821 -0.061 0.019 -0.025
C 0.1382 0.8671 3.5739 0.111 0.001 0.132
N 0.9523 0.3211 2.6710 -0.060 0.000 -0.353
C 2.2000 -0.0270 2.9751 -0.050 -0.033 0.003
C -1.2221 1.2593 3.1040 -0.031 0.010 -0.001
C -2.0999 1.9240 3.9662 -0.022 -0.004 -0.016
C -3.3539 2.3178 3.5353 0.002 -0.004 0.000
C -3.7459 2.0556 2.2290 0.001 -0.004 0.009
C -2.8771 1.4034 1.3681 -0.018 -0.024 -0.039
C -1.6155 1.0003 1.7896 0.166 0.019 -0.004
H 3.7347 -0.1348 4.4648 -0.002 -0.001 0.010
H 2.2427 0.8490 6.2223 0.002 0.000 0.000
H -0.0568 1.4770 5.6367 0.002 0.004 0.001
H 2.7631 -0.4764 2.1653 0.010 0.008 -0.006
H -1.8102 2.1503 4.9837 0.002 0.005 0.002
H -4.0207 2.8334 4.2151 0.002 0.003 0.001
H -4.7237 2.3659 1.8802 -0.003 0.001 0.003
H -3.1796 1.2171 0.3434 0.001 0.009 0.006
O 1.4848 0.6202 -0.5174 -0.257 0.706 0.327
O 4.2669 -4.0708 -2.9540 -0.054 0.002 0.002
S 4.7822 -3.4160 -1.7681 0.147 -0.042 -0.075
O 6.0651 -3.8808 -1.2971 -0.044 0.027 -0.011
N 3.6809 -3.3709 -0.6058 -0.089 0.019 0.021
C 3.2327 -2.1276 -0.3703 0.065 -0.240 -0.095
O 2.3374 -1.8590 0.4323 -0.022 0.237 0.293
C 3.8906 -1.0823 -1.2425 0.031 0.108 -0.136
C 3.6655 0.2642 -1.3785 0.452 -0.180 -0.063
C 4.3574 1.0307 -2.2905 -0.126 0.047 0.038
C 5.3321 0.4220 -3.0836 -0.017 -0.110 -0.034
C 5.5763 -0.9464 -2.9875 0.064 0.139 -0.098
C 4.8379 -1.6650 -2.0741 -0.138 -0.004 0.097
H 1.3235 1.5869 -0.4654 0.083 -0.498 -0.165
H 4.1441 2.0860 -2.4180 0.027 0.014 0.059
H 5.8847 1.0202 -3.7988 0.012 -0.007 -0.005
H 6.3068 -1.4327 -3.6202 0.002 -0.002 0.000
C -2.0708 -4.5649 1.7945 0.008 0.019 0.001
C -2.8412 -3.4174 1.6886 0.021 -0.024 0.001
C -2.2445 -2.2123 1.3312 -0.081 0.058 -0.003
C -0.8826 -2.1453 1.0681 0.069 0.359 -0.210
C -0.1104 -3.2976 1.1735 0.032 0.013 0.046
C -0.7059 -4.4979 1.5419 -0.027 0.011 0.003
H -2.5286 -5.5060 2.0748 -0.002 -0.001 -0.001
H -3.9068 -3.4516 1.8821 -0.002 -0.009 0.002
H -2.8636 -1.3243 1.2646 0.013 -0.006 -0.001
H 0.9530 -3.2504 0.9827 -0.009 -0.026 -0.015
H -0.0920 -5.3867 1.6284 -0.005 -0.005 0.003
```
Forces are in eV/Å.

Atom charges from the Löwdin analysis, given in e for atoms 1 to 6:
1. Pb 1.454
2. N 0.131
3. C -0.117
4. N 0.100
5. C -0.291
6. N 0.063


(3)
DFT (ωB97M-V/def2-TZVPD) results for a structure of composition C38H29ClFeIN8O4S.

Computed properties:
2S+1   6
F_max   0.7 eV/A
Total charge   -2
Expectation value of S²   9.17
Lowest unoccupied orbital energy (alpha / beta)   3.60 / 3.59 eV
Frontier orbital gap (alpha / beta)   3.95 / 5.64 eV
Highest occupied orbital energy (alpha / beta)   -0.4 / -2.0 eV

Structure (XYZ):
```
83
Properties=species:S:1:pos:R:3:forces:R:3
Fe 0.3046 -0.2673 0.3223 0.604 -0.281 -0.199
Cl -2.7616 6.0884 -1.6876 0.022 -0.043 0.018
C -2.1189 4.6599 -0.8944 -0.001 0.086 0.071
C -1.6453 4.7841 0.3864 -0.004 -0.024 -0.029
C -1.0719 3.6841 1.0080 -0.001 -0.084 0.114
I -0.1634 3.9068 2.8770 0.028 0.043 -0.082
C -0.9952 2.4088 0.4105 0.070 0.147 -0.058
O -0.3543 1.4586 0.9850 -0.037 0.236 0.179
C -1.6012 2.2984 -0.8810 -0.173 0.104 -0.114
N -1.6376 1.0447 -1.5365 0.080 0.086 0.021
C -1.6697 1.0220 -2.9093 0.085 0.048 -0.045
C -2.0211 2.1422 -3.6211 -0.011 0.008 0.058
C -2.3291 3.3287 -2.9814 -0.003 0.031 0.003
C -2.0562 3.4373 -1.5899 0.009 -0.151 -0.111
H -1.6877 5.7408 0.8877 0.016 0.002 0.012
H -1.4590 0.0806 -3.3808 0.008 -0.048 -0.020
H -2.0806 2.0679 -4.6989 0.012 -0.039 0.007
H -2.6583 4.1933 -3.5364 0.004 0.012 0.031
N -4.5655 2.6824 5.5721 -0.099 -0.072 -0.058
C -3.8361 1.6043 5.0320 0.009 0.030 0.017
C -3.8563 0.3558 5.6508 -0.022 0.002 0.021
C -3.1549 -0.7071 5.1027 0.035 0.038 -0.003
C -2.4352 -0.5287 3.9310 -0.076 0.011 0.138
C -2.4095 0.7107 3.3045 -0.034 -0.051 -0.004
C -3.1134 1.7694 3.8536 -0.030 0.001 0.009
S -1.5950 -1.9136 3.2080 -0.035 0.166 -0.063
O -2.4939 -2.4531 2.2117 0.045 -0.073 -0.017
O -1.2199 -2.7972 4.2868 -0.043 -0.060 0.028
N -0.3598 -1.2792 2.4262 0.218 0.146 -0.008
C 0.7024 -0.7366 3.0575 -0.124 -0.055 0.057
N 1.6429 -0.2976 2.1782 -0.098 0.121 -0.108
C 2.7476 0.2358 2.6567 0.031 0.077 -0.130
C 2.9744 0.3675 4.0183 -0.033 -0.022 0.021
C 1.9363 -0.0512 4.8375 -0.039 -0.022 -0.005
N 0.8119 -0.5901 4.3950 -0.008 -0.039 -0.090
H -4.6957 2.6225 6.5690 0.037 0.009 0.044
H -4.2017 3.5836 5.3058 0.047 0.026 -0.002
H -4.4194 0.2235 6.5700 0.016 -0.003 -0.011
H -3.1431 -1.6767 5.5870 0.004 0.051 -0.018
H -1.8359 0.8392 2.3909 -0.079 -0.005 0.200
H -3.0834 2.7427 3.3735 -0.006 -0.047 0.009
H 3.4651 0.5858 1.9199 -0.023 -0.012 -0.003
H 3.8827 0.8020 4.4087 -0.007 0.006 0.012
H 2.0086 0.0629 5.9176 0.001 -0.001 -0.018
N 6.7628 -3.9808 -7.0016 0.053 -0.034 -0.066
C 6.0444 -3.5587 -6.2035 -0.185 0.116 0.223
C 5.1542 -3.0340 -5.2112 0.052 -0.023 -0.109
C 5.1025 -3.5890 -3.9250 0.037 -0.038 0.031
C 4.2386 -3.0899 -2.9775 -0.010 0.023 -0.019
C 3.3824 -1.9940 -3.2444 -0.028 -0.005 0.007
C 3.4597 -1.4448 -4.5473 0.056 -0.028 0.021
C 4.3101 -1.9521 -5.5031 0.001 0.013 -0.034
C 2.4755 -1.4610 -2.2430 0.013 0.021 0.037
C 1.7133 -2.4042 -1.4591 -0.103 0.087 -0.076
C 1.6396 -3.7982 -1.6572 -0.035 -0.014 -0.013
C 0.7477 -4.3107 -0.7038 0.011 0.056 -0.063
C 0.2949 -3.2208 0.0228 0.105 0.073 -0.089
N 0.8531 -2.0655 -0.4295 0.154 -0.464 0.185
C 2.4072 -0.0301 -2.0946 -0.012 0.030 -0.030
C 3.2422 0.9370 -2.7088 -0.040 0.006 0.056
C 2.8436 2.1861 -2.2242 -0.029 -0.096 0.030
C 1.8026 1.9337 -1.3283 0.086 -0.036 -0.018
N 1.5387 0.6135 -1.2392 -0.074 -0.032 0.073
H 5.7660 -4.4096 -3.6787 -0.018 -0.001 0.023
H 4.2267 -3.5186 -1.9847 0.016 0.001 -0.016
H 2.8063 -0.6198 -4.7941 -0.001 0.000 -0.014
H 4.3259 -1.5279 -6.5000 -0.021 0.023 0.012
H 2.1500 -4.3626 -2.4211 -0.006 0.013 0.017
H 0.4630 -5.3428 -0.5586 -0.002 0.032 -0.007
H -0.4207 -3.2035 0.8299 0.032 0.017 0.000
H 4.0578 0.7461 -3.3882 -0.019 -0.012 0.000
H 3.2591 3.1517 -2.4754 -0.013 -0.018 0.009
H 1.2590 2.6519 -0.7300 0.024 -0.033 -0.011
C -3.7741 -0.1716 0.1785 -0.004 -0.076 0.006
O -2.3767 -0.0182 0.3679 -0.151 0.069 -0.156
C -1.6033 -0.1361 -0.7881 -0.301 -0.005 0.192
C -1.8286 -1.4036 -1.5571 0.073 -0.042 -0.015
H -4.1232 0.4051 -0.6857 0.002 0.026 -0.012
H -4.2501 0.2090 1.0804 0.001 -0.002 0.028
H -4.0417 -1.2246 0.0609 0.010 -0.002 -0.019
H -2.7472 -1.3437 -2.1570 -0.017 0.017 -0.031
H -1.9223 -2.2142 -0.8380 -0.019 -0.002 -0.024
H -0.9857 -1.6400 -2.2069 -0.031 -0.016 0.002
```
Forces are in eV/Å.

Atom charges from the Löwdin analysis, given in e for atoms 1 to 6:
1. Fe 0.784
2. Cl 0.620
3. C -0.613
4. C -0.203
5. C -0.624
6. I 0.898